{"formula": "C4H9NO", "method": "the ωB97M-V functional and the def2-TZVPD basis", "species": ["C", "C", "O", "C", "C", "N", "H", "H", "H", "H", "H", "H", "H", "H", "H"], "positions_angstrom": [[-1.73854, -0.36961, -0.24358], [-0.62936, 1.05857, -0.05010], [-0.43674, 1.51232, 1.15609], [0.51736, 0.17536, -0.53590], [1.97775, 0.11657, -0.03029], [0.89023, -0.60680, 0.63870], [-2.23211, -0.38382, 0.72414], [-2.44326, -0.13850, -1.04549], [-1.43237, -1.43645, -0.44823], [-1.00887, 1.78851, -0.80114], [0.48434, -0.02432, 1.42801], [0.32959, -0.32702, -1.47880], [2.49733, 0.79578, 0.65050], [2.65836, -0.56352, -0.54794], [0.82388, -1.61306, 0.67931]], "lumo_energy_ev": 0.46, "orbital_gap_ha": 0.2953, "total_energy_ha": -287.65579, "e_above_lowest_kcal_mol": 110.86, "largest_force_ev_per_a": 1.7, "smiles": "C[C@@H]([O-])[C@H]1C[NH2+]1"}


{"formula": "C3H6BrNO3S", "method": "the ωB97M-V functional and the def2-TZVPD basis", "species": ["C", "C", "C", "N", "O", "O", "O", "S", "Br", "H", "H", "H", "H", "H", "H"], "positions_angstrom": [[1.86849, -0.63074, 0.87250], [1.40522, 1.83032, 0.30044], [1.04573, 0.42814, 0.27533], [-0.08592, 0.07267, -0.18538], [-1.24449, 0.31606, -0.57816], [-4.33500, -0.27092, -0.75240], [-3.10019, -1.10752, -2.62561], [-3.21346, -0.98480, -1.23556], [-3.17869, -3.32282, -0.22723], [2.10666, -0.32428, 1.92527], [2.93537, -0.73963, 0.57826], [1.47965, -1.60318, 0.80398], [1.05049, 2.35721, 1.20324], [2.49760, 1.86476, 0.23676], [0.76853, 2.11473, -0.59144]], "lumo_energy_ev": [-0.88, -3.06], "orbital_gap_ha": [0.3285, 0.2409], "total_energy_ha": -3370.40984, "e_above_lowest_kcal_mol": 79.18, "largest_force_ev_per_a": 3.2}


{"formula": "C38H51BrNP3Pd", "method": "the ωB97M-V functional and the def2-TZVPD basis", "species": ["C", "C", "C", "C", "N", "C", "C", "C", "C", "C", "C", "C", "C", "C", "Pd", "P", "H", "H", "H", "H", "H", "H", "H", "H", "C", "C", "H", "H", "H", "H", "H", "C", "C", "H", "H", "H", "H", "H", "C", "C", "H", "H", "H", "H", "H", "Br", "P", "C", "C", "H", "H", "H", "H", "H", "C", "C", "H", "H", "H", "H", "H", "C", "C", "H", "H", "H", "H", "H", "C", "P", "C", "C", "C", "C", "C", "C", "C", "C", "C", "C", "C", "C", "H", "H", "H", "H", "H", "H", "H", "H", "H", "H", "H", "H", "H"], "positions_angstrom": [[0.24991, -6.88266, -4.41536], [-0.07222, -5.56581, -4.76082], [-0.44748, -5.26702, -6.08473], [-0.52815, -6.32128, -7.00729], [-0.24254, -7.57808, -6.63839], [0.14797, -7.87546, -5.39934], [-0.00348, -4.56348, -3.73504], [0.20274, -3.44557, -3.28844], [0.16815, -2.37906, -2.43015], [-0.61079, -2.53254, -1.27823], [-0.44597, -1.60237, -0.27272], [0.42747, -0.57226, -0.54796], [1.25985, -0.42619, -1.63774], [1.05121, -1.32296, -2.67028], [-0.07634, 0.27671, 1.18126], [-2.23483, 0.95874, 1.50281], [-0.66576, -4.24074, -6.39008], [0.58229, -7.12065, -3.40544], [-0.82816, -6.12421, -8.04282], [0.39265, -8.91476, -5.14180], [1.61034, -1.30354, -3.60081], [-1.23250, -3.42381, -1.18750], [2.04029, 0.31166, -1.72873], [-0.97640, -1.75679, 0.67596], [-2.27896, 2.59279, 2.33030], [-3.49992, 3.46279, 2.04514], [-1.35097, 3.10254, 2.02497], [-2.18077, 2.39486, 3.41109], [-3.44059, 4.37444, 2.65661], [-3.54102, 3.78362, 0.99925], [-4.43463, 2.96118, 2.29917], [-2.85683, 1.10867, -0.20173], [-3.80360, 0.02434, -0.69455], [-1.94086, 1.07345, -0.81594], [-3.29432, 2.10543, -0.34889], [-4.03268, 0.19332, -1.75528], [-3.35230, -0.96915, -0.62244], [-4.75667, 0.02214, -0.15560], [-3.28324, -0.20042, 2.44490], [-4.66770, 0.31397, 2.83043], [-2.72095, -0.48296, 3.34822], [-3.38120, -1.11810, 1.84635], [-5.24021, -0.49259, 3.30112], [-4.61198, 1.12977, 3.55831], [-5.25143, 0.65512, 1.96849], [1.88339, 1.68770, 0.14571], [0.11407, 3.61847, -2.80960], [-1.38167, 3.51322, -1.80136], [-2.25613, 4.76423, -2.04031], [-1.07967, 3.39711, -0.74659], [-1.93613, 2.60678, -2.09018], [-3.31129, 4.56407, -1.79459], [-1.91490, 5.60323, -1.41698], [-2.19598, 5.05764, -3.10166], [1.54459, 4.24773, -1.87861], [2.55732, 5.06752, -2.70662], [2.04424, 3.34642, -1.46274], [1.19250, 4.82030, -1.00447], [3.36424, 5.42427, -2.04898], [3.01372, 4.44210, -3.48674], [2.09177, 5.94597, -3.17784], [0.51110, 2.01875, -3.59590], [0.12156, 2.02130, -5.08800], [-0.00037, 1.21509, -3.04601], [1.59236, 1.83745, -3.47518], [0.50221, 1.11916, -5.58008], [-0.96877, 2.03573, -5.20787], [0.55045, 2.89512, -5.59514], [-0.17970, -0.75040, 4.57444], [0.99633, -0.34164, 3.23620], [2.17242, 0.84095, 4.01785], [1.98254, 1.32373, 5.32543], [2.97384, 2.10363, 5.93340], [4.13121, 2.44379, 5.22538], [4.31250, 1.99545, 3.91073], [3.33432, 1.20178, 3.30852], [2.01042, -1.87482, 3.17333], [2.21875, -2.56546, 1.96537], [2.95799, -3.75129, 1.95548], [3.54521, -4.23292, 3.12792], [3.38234, -3.52396, 4.33375], [2.62467, -2.35205, 4.34748], [-0.87126, 0.08543, 4.74713], [0.37112, -0.97416, 5.49846], [-0.75969, -1.63543, 4.27854], [1.08834, 1.06107, 5.89063], [2.83396, 2.43504, 6.96640], [4.89033, 3.06984, 5.69694], [5.21893, 2.25051, 3.35621], [3.46714, 0.87001, 2.27583], [1.81788, -2.16568, 1.03423], [3.08321, -4.30244, 1.01107], [4.13668, -5.14700, 3.11765], [3.84937, -3.88279, 5.25075], [2.52512, -1.79364, 5.28436]], "lumo_energy_ev": -0.68, "orbital_gap_ha": 0.2241, "total_energy_ha": -5259.14291, "largest_force_ev_per_a": 3.8}


{"formula": "C4H6N2O2S2", "method": "the ωB97M-V functional and the def2-TZVPD basis", "species": ["C", "C", "C", "C", "N", "N", "O", "O", "S", "S", "H", "H", "H", "H", "H", "H"], "positions_angstrom": [[0.74023, 0.33844, -1.56031], [0.57327, 1.33085, -0.62846], [0.23271, -1.39072, 0.13116], [0.03776, -0.28884, 1.19348], [1.16584, -1.00416, -0.99468], [0.82869, 0.97133, 0.75469], [0.25660, 2.61498, -0.85593], [-1.34783, 0.21332, 1.51802], [2.78799, -0.72030, -0.35118], [2.45757, 0.83124, 1.03919], [0.68239, 0.38595, -2.58752], [0.59422, -2.34838, 0.55971], [-0.67951, -1.67013, -0.46443], [0.49230, -0.42097, 2.25773], [-0.06369, 2.77911, -1.73077], [-1.85924, 0.19571, 0.69379]], "lumo_energy_ev": 0.48, "orbital_gap_ha": 0.3183, "total_energy_ha": -1212.29254, "e_above_lowest_kcal_mol": 58.30, "largest_force_ev_per_a": 4.2, "smiles": "Oc1cn2ssn1[C@@H](O)C2"}


{"formula": "CH2O3P2", "method": "the ωB97M-V functional and the def2-TZVPD basis", "species": ["C", "O", "O", "O", "P", "P", "H", "H"], "positions_angstrom": [[2.31872, 0.83434, 0.02504], [1.89494, 1.88821, -0.26597], [4.36321, -0.59357, -0.61910], [1.29472, -0.40142, -0.21250], [3.58849, -0.51519, 0.59136], [-0.15447, -0.37631, -0.82322], [0.08315, 0.02612, -2.19604], [-0.55741, 0.85863, -0.22792]], "lumo_energy_ev": -1.31, "orbital_gap_ha": 0.2805, "total_energy_ha": -947.67936, "e_above_lowest_kcal_mol": 61.54, "largest_force_ev_per_a": 4.4, "smiles": "O=PC(=O)OP"}


{"formula": "C21H68O13", "method": "the ωB97M-V functional and the def2-TZVPD basis", "species": ["C", "C", "O", "H", "H", "H", "H", "H", "H", "C", "C", "O", "H", "H", "H", "H", "H", "H", "C", "C", "O", "H", "H", "H", "H", "H", "H", "C", "C", "O", "H", "H", "H", "H", "H", "H", "C", "C", "O", "H", "H", "H", "H", "H", "H", "C", "C", "O", "H", "H", "H", "H", "H", "H", "C", "C", "O", "H", "H", "H", "H", "H", "H", "C", "C", "O", "H", "H", "H", "H", "H", "H", "C", "O", "H", "H", "H", "H", "C", "O", "H", "H", "H", "H", "C", "O", "H", "H", "H", "H", "C", "O", "H", "H", "H", "H", "C", "O", "H", "H", "H", "H"], "positions_angstrom": [[28.24967, -18.03096, 3.03836], [29.74207, -18.30147, 3.14112], [30.41924, -17.53980, 2.12367], [27.62713, -18.44687, 3.83187], [27.79856, -18.42248, 2.12321], [28.13488, -16.94361, 3.04705], [29.90055, -19.36186, 2.94372], [30.11516, -17.98104, 4.11050], [30.97820, -16.90273, 2.57246], [24.63381, -17.03900, 6.15102], [26.07001, -16.69647, 5.83872], [26.48901, -15.54972, 6.60714], [24.52548, -17.35173, 7.19737], [24.29696, -17.87795, 5.54310], [23.97724, -16.17786, 6.02803], [26.10507, -16.38795, 4.78963], [26.71557, -17.54713, 6.06908], [27.39520, -15.40968, 6.30612], [20.78798, -18.48948, 6.68080], [21.27676, -17.57949, 7.76583], [20.25700, -16.66121, 8.12279], [21.65174, -19.00357, 6.25123], [20.27960, -17.94500, 5.88203], [20.09333, -19.25479, 7.02689], [22.16788, -17.01752, 7.46366], [21.56866, -18.18311, 8.63758], [20.65711, -16.06768, 8.76848], [29.18189, -20.14546, 8.50436], [29.32539, -19.19485, 7.30977], [29.99486, -19.80355, 6.22474], [30.12188, -20.16076, 9.05319], [28.81986, -21.10383, 8.14316], [28.43758, -19.74476, 9.20331], [29.83864, -18.26975, 7.57710], [28.31203, -18.89139, 6.99336], [29.32484, -20.20997, 5.65496], [23.82316, -11.87456, 7.88498], [24.62523, -13.14511, 8.06139], [25.86431, -12.99412, 7.41849], [24.27140, -11.02694, 8.40316], [22.79860, -11.99340, 8.24799], [23.76603, -11.62558, 6.82331], [24.04698, -13.99189, 7.66298], [24.77260, -13.34938, 9.13438], [26.20715, -13.86044, 7.15969], [24.03527, -18.69509, 2.79120], [23.30522, -20.02077, 2.94563], [24.07264, -21.17428, 2.56162], [24.14865, -18.43095, 1.73866], [25.03711, -18.71780, 3.23101], [23.48149, -17.91425, 3.31656], [22.43406, -19.98324, 2.27220], [22.86133, -20.13376, 3.93353], [24.55436, -20.89710, 1.77622], [24.14368, -16.00116, 10.50286], [23.01545, -15.14621, 11.02445], [21.84791, -15.30707, 10.19964], [23.94729, -17.05550, 10.69527], [25.07360, -15.74732, 11.01560], [24.30612, -15.80897, 9.44111], [23.25521, -14.08286, 11.04688], [22.77559, -15.48271, 12.03803], [21.43859, -14.44029, 10.13456], [26.00958, -21.78823, 6.01191], [26.43788, -20.84707, 4.87278], [27.87463, -20.86337, 4.83419], [26.18312, -21.23454, 6.93376], [26.66456, -22.66018, 6.02332], [24.98848, -22.15029, 5.90861], [26.10207, -19.82918, 5.05055], [26.03548, -21.24275, 3.94304], [28.21941, -21.63465, 4.37678], [23.85459, -13.33349, 4.05795], [23.44028, -12.01328, 3.66436], [23.32627, -13.64876, 4.95149], [23.66735, -14.03563, 3.24472], [24.93369, -13.28801, 4.21159], [23.03086, -12.06482, 2.79919], [29.71746, -14.54901, 7.23669], [29.50646, -15.00771, 5.90562], [28.76186, -14.41461, 7.74953], [30.35213, -15.20683, 7.83073], [30.13063, -13.53262, 7.25129], [30.24038, -14.70788, 5.36486], [21.07735, -15.78117, 3.21821], [21.85302, -15.86816, 4.41972], [21.65756, -16.22061, 2.41170], [20.16951, -16.38840, 3.30850], [20.77339, -14.75040, 3.03007], [21.22677, -15.71404, 5.13547], [24.88330, -19.88997, 9.04419], [24.21760, -21.01513, 9.57910], [24.44773, -19.68345, 8.06158], [24.70037, -18.97156, 9.61434], [25.95089, -20.08256, 8.92841], [24.81635, -21.55583, 10.09800], [27.43353, -16.68302, 9.40038], [28.53165, -16.54690, 10.31140], [26.77296, -17.52933, 9.62044], [26.79556, -15.80438, 9.46616], [27.87219, -16.81765, 8.41631], [28.47405, -17.17876, 11.03061]], "lumo_energy_ev": 0.41, "orbital_gap_ha": 0.3713, "total_energy_ha": -1818.82747, "e_above_lowest_kcal_mol": 96.63, "largest_force_ev_per_a": 1.9}